1.
# C2H5N3S2

A single C2H5N3S2 molecule (ωB97M-V with the def2-TZVPD basis set, OMol25).

Last column: Mulliken charge in e.
CARTESIAN COORDINATES (ANGSTROEM)
C  -1.441  -1.373  0.214  -0.47
C  0.405  0.725  -0.329  0.11
N  -0.052  -1.374  0.543  -0.68
N  0.720  -0.510  0.180  0.69
N  1.260  1.649  -0.431  -0.23
S  2.343  -0.667  0.575  -0.38
S  -2.450  0.161  0.586  -0.45
H  -1.436  -1.572  -0.896  0.36
H  -1.912  -2.046  0.929  0.26
H  -0.610  0.943  -0.371  0.24
H  0.925  2.453  -1.014  0.32
H  2.248  1.610  0.014  0.23

Cartesian forces (eV/Å) of the 6 atoms listed first:
C -0.803 1.642 0.190
C -0.328 0.046 0.314
N -2.033 -2.428 0.426
N 3.041 0.640 1.029
N 1.724 2.508 -0.654
S 1.698 -0.340 0.182

Properties
Spin multiplicity: 1
Max |F|: 3.3 eV/Å
M: 135.2 Da
Energy above the lowest of the compared OMol25 structures with the same formula, charge and spin: 616.9 kJ/mol
E_tot: -1039.64840 a.u.
E_HOMO (alpha / beta): -0.2852 / -0.2849 Ha
E_LUMO (alpha / beta): -2.605 / -2.586 eV

2.
# C2H5N3S2

A single C2H5N3S2 molecule (ωB97M-V with the def2-TZVPD basis set, OMol25).

Last column: Mulliken charge in e.
CARTESIAN COORDINATES (ANGSTROEM)
C  0.006  -0.396  0.631  0.19
C  -0.429  1.208  -1.407  0.05
H  -1.403  -1.798  1.775  0.31
H  -1.895  -0.593  0.493  0.28
H  1.261  -0.495  2.422  0.26
H  2.614  0.240  -0.840  0.17
H  0.237  1.615  -2.159  0.33
N  -1.113  -1.356  0.774  -0.50
N  0.938  0.100  1.418  -0.57
N  0.277  0.279  -0.684  0.07
S  1.468  -0.523  -1.401  -0.24
S  -1.961  1.718  -1.022  -0.34

Cartesian forces (eV/Å) of the 6 atoms listed first:
C 1.424 1.361 3.335
C -1.127 -0.083 1.966
H 1.658 1.999 -2.890
H 1.433 -2.620 0.653
H -2.167 2.060 -3.639
H -1.795 -1.381 -0.853

Properties
SMILES: [H]/N=C(\N)N(S)C=S
Spin multiplicity: 1
Max |F|: 4.8 eV/Å
M: 135.2 Da
Energy above the lowest of the compared OMol25 structures with the same formula, charge and spin: 416.9 kJ/mol
E_tot: -1039.72457 a.u.
E_HOMO: -0.3337 Ha
E_LUMO: -0.035 eV

3.
# C2H5N3S2

A single C2H5N3S2 molecule (ωB97M-V with the def2-TZVPD basis set, OMol25).

Last column: Mulliken charge in e.
CARTESIAN COORDINATES (ANGSTROEM)
C  0.744  0.562  -0.740  0.67
C  -1.267  -0.923  1.487  -0.07
H  1.456  2.336  -1.342  0.23
H  0.052  1.852  -2.293  0.17
H  1.422  -0.495  0.637  0.27
H  -0.284  -2.298  0.345  0.28
H  -1.307  -1.737  2.243  0.28
N  0.731  1.664  -1.540  -0.47
N  1.617  0.377  0.122  -0.72
N  -0.714  -1.398  0.385  -0.27
S  -0.636  -0.534  -1.061  -0.10
S  -1.815  0.593  1.758  -0.28

Cartesian forces (eV/Å) of the 6 atoms listed first:
C -1.039 0.486 -0.958
C -0.790 0.142 2.073
H -0.089 -0.011 -0.233
H 0.734 -0.332 1.096
H 0.362 0.614 -0.175
H -0.047 -0.513 0.306

Properties
SMILES: [H]/N=C(/N)SNC=S
Spin multiplicity: 1
Max |F|: 2.2 eV/Å
M: 135.2 Da
Energy above the lowest of the compared OMol25 structures with the same formula, charge and spin: 139.7 kJ/mol
E_tot: -1039.83016 a.u.
E_HOMO: -0.3169 Ha
E_LUMO: 0.425 eV

4.
# C2H5N3S2

A single C2H5N3S2 molecule (ωB97M-V with the def2-TZVPD basis set, OMol25).

Last column: Mulliken charge in e.
CARTESIAN COORDINATES (ANGSTROEM)
C  -0.161  1.262  0.628  -0.39
C  1.340  -1.173  0.153  -0.32
N  1.189  0.962  0.931  -0.66
N  -0.875  0.167  -0.021  -0.30
N  1.655  -0.243  0.992  0.44
S  2.829  -0.395  2.210  -0.30
S  -2.410  0.051  0.415  -0.07
H  -0.637  1.457  1.528  0.47
H  -0.181  2.152  -0.027  0.29
H  1.937  -2.054  0.262  0.30
H  0.564  -1.103  -0.656  0.37
H  -2.676  -0.893  -0.556  0.18

Cartesian forces (eV/Å) of the 6 atoms listed first:
C -0.128 -1.714 -2.101
C -0.660 -1.583 -1.684
N 0.553 2.686 0.079
N 0.367 0.898 -0.417
N 0.042 -0.354 -0.154
S 0.256 -0.307 0.511

Properties
Spin multiplicity: 1
Max |F|: 2.7 eV/Å
M: 135.2 Da
Energy above the lowest of the compared OMol25 structures with the same formula, charge and spin: 687.2 kJ/mol
E_tot: -1039.62163 a.u.
E_HOMO (alpha / beta): -0.2977 / -0.2921 Ha
E_LUMO (alpha / beta): -1.098 / -1.625 eV

5.
# C2H5N4O3

3 unconnected molecules or ions with the total composition C2H5N4O3 (ωB97M-V with the def2-TZVPD basis set, OMol25).

Last column: Mulliken charge in e.
CARTESIAN COORDINATES (ANGSTROEM)
C  1.256  -0.301  0.677  0.18
C  0.250  0.518  1.033  -0.05
N  2.406  -0.118  0.210  0.11
N  -2.158  -1.525  0.971  0.04
N  -0.608  1.282  1.077  0.60
N  -3.033  -0.967  0.648  -0.04
O  -1.563  1.909  0.999  -0.44
O  -2.339  0.815  -1.896  -0.57
O  3.439  -0.933  -0.027  -0.33
H  1.012  -1.343  0.984  0.28
H  2.753  0.776  -0.043  0.25
H  -1.717  1.301  -2.605  0.32
H  -2.993  0.463  -2.314  0.27
H  3.295  -1.875  0.284  0.39

Cartesian forces (eV/Å) of the 6 atoms listed first:
C -0.865 -4.320 1.624
C 1.170 0.862 0.158
N 1.422 1.344 -0.665
N 0.346 -0.133 0.076
N -1.019 -0.009 -0.928
N -0.346 0.120 -0.079

Properties
Total charge: +1
Spin multiplicity: 1
Max |F|: 10.6 eV/Å
M: 133.1 Da
Energy above the lowest of the compared OMol25 structures with the same formula, charge and spin: 23.9 kJ/mol
E_tot: -523.50029 a.u.
E_HOMO: -0.5372 Ha
E_LUMO: -5.893 eV

6.
# C2H5N5O

2 unconnected molecules or ions with the total composition C2H5N5O (ωB97M-V with the def2-TZVPD basis set, OMol25).

Last column: Mulliken charge in e.
CARTESIAN COORDINATES (ANGSTROEM)
C  -2.466  -0.208  0.157  -0.67
C  -0.137  -0.221  -0.286  0.66
H  -2.751  0.535  0.882  0.25
H  -3.270  -0.278  -0.510  0.24
H  -2.169  -1.218  0.461  0.35
H  3.076  0.125  0.086  0.34
H  2.086  2.250  -0.044  0.40
N  -1.323  0.317  -0.555  -0.39
N  0.485  -1.458  0.117  -0.21
N  1.832  -1.452  0.215  -0.27
N  2.208  -0.332  -0.492  -0.06
N  1.120  0.593  -0.634  -0.10
O  1.308  1.347  0.600  -0.54

Cartesian forces (eV/Å) of the 6 atoms listed first:
C 1.494 -1.272 -0.562
C 1.093 1.545 -2.479
H 0.082 -0.141 0.776
H -1.281 -0.160 -1.084
H -0.845 0.221 0.925
H -2.754 -1.128 -2.122

Properties
Spin multiplicity: 1
Max |F|: 7.1 eV/Å
M: 115.1 Da
Energy above the lowest of the compared OMol25 structures with the same formula, charge and spin: 753.0 kJ/mol
E_tot: -427.93631 a.u.
E_HOMO: -0.3419 Ha
E_LUMO: -1.048 eV

7.
# C2H5N5O

A molecular structure, C2H5N5O (ωB97M-V with the def2-TZVPD basis set, OMol25).

Last column: Mulliken charge in e.
CARTESIAN COORDINATES (ANGSTROEM)
C  -0.281  -0.802  -0.284  0.04
C  -0.997  0.371  -0.036  0.65
H  2.619  0.414  0.196  0.23
H  1.238  -0.104  1.568  0.31
H  1.413  -1.624  -0.966  0.33
H  0.672  1.981  -0.289  0.29
H  -1.474  2.446  -0.522  0.29
N  1.974  -0.592  0.560  -0.66
N  1.055  -0.830  -0.513  -0.03
N  -1.098  -1.782  -0.085  -0.37
N  -2.192  0.096  0.281  -0.46
N  -0.653  1.712  -0.094  -0.59
O  -2.276  -1.287  0.184  -0.02

Cartesian forces (eV/Å) of the 6 atoms listed first:
C 0.079 0.032 0.908
C 0.337 3.031 -0.389
H -2.505 -3.545 1.676
H 2.965 -1.799 -4.026
H -0.012 -1.318 -0.640
H -6.030 -1.155 0.411

Properties
Spin multiplicity: 1
Max |F|: 6.4 eV/Å
M: 115.1 Da
Energy above the lowest of the compared OMol25 structures with the same formula, charge and spin: 682.8 kJ/mol
E_tot: -427.96304 a.u.
E_HOMO: -0.3284 Ha
E_LUMO: -0.031 eV

8.
# C2H5N5O

A single C2H5N5O molecule (ωB97M-V with the def2-TZVPD basis set, OMol25).

Last column: Mulliken charge in e.
CARTESIAN COORDINATES (ANGSTROEM)
C  -0.144  -0.860  -0.339  0.33
C  0.716  0.460  -0.010  0.40
H  -3.085  -0.479  0.864  0.29
H  -2.052  0.700  -0.405  0.22
H  2.624  -1.714  0.500  0.29
H  1.185  2.459  -0.169  0.31
H  -0.613  1.764  0.317  0.27
N  -2.447  -0.261  -0.149  -0.40
N  -1.400  -1.185  -0.048  -0.38
N  2.049  -1.140  -0.292  -0.14
N  2.061  0.221  0.141  -0.50
N  0.332  1.744  -0.280  -0.50
O  0.773  -1.708  -0.130  -0.17

Cartesian forces (eV/Å) of the 6 atoms listed first:
C -3.985 4.339 3.252
C 3.981 0.169 -1.835
H 2.576 1.728 -3.984
H -1.390 -1.270 1.200
H -1.583 1.571 -2.454
H -3.033 -1.904 0.254

Properties
SMILES: N/N=c1/o[nH]nc1N
Spin multiplicity: 1
Max |F|: 6.7 eV/Å
M: 115.1 Da
Energy above the lowest of the compared OMol25 structures with the same formula, charge and spin: 612.1 kJ/mol
E_tot: -427.98998 a.u.
E_HOMO: -0.2872 Ha
E_LUMO: 0.423 eV

9.
# C2H5NO

A molecular structure, C2H5NO (ωB97M-V with the def2-TZVPD basis set, OMol25).

Last column: Mulliken charge in e.
CARTESIAN COORDINATES (ANGSTROEM)
C  -0.088  0.579  0.949  -0.76
C  0.226  -0.722  0.292  0.11
H  -0.235  1.541  -0.270  0.27
H  -1.421  0.286  1.662  0.21
H  0.923  0.995  1.876  0.25
H  0.479  -1.518  0.982  0.38
H  0.115  -0.224  -2.740  0.35
N  0.193  -1.018  -0.968  -0.41
O  -0.191  0.081  -1.783  -0.40

Cartesian forces (eV/Å) of the 6 atoms listed first:
C -1.074 2.601 0.307
C -0.131 0.528 -0.767
H 0.322 -2.719 4.302
H 4.146 1.321 -2.102
H -3.590 -1.395 -3.091
H 0.128 -0.390 -0.376

Properties
Spin multiplicity: 1
Max |F|: 5.1 eV/Å
M: 59.1 Da
Energy above the lowest of the compared OMol25 structures with the same formula, charge and spin: 697.9 kJ/mol
E_tot: -208.95653 a.u.
E_HOMO: -0.3559 Ha
E_LUMO: 0.465 eV

10.
# C2H5NO

A single C2H5NO molecule (ωB97M-V with the def2-TZVPD basis set, OMol25).

Last column: Mulliken charge in e.
CARTESIAN COORDINATES (ANGSTROEM)
C  -1.051  0.093  0.345  -0.73
N  0.146  0.354  -0.427  -0.16
C  1.311  -0.294  -0.164  0.06
O  1.497  -1.041  0.774  -0.55
H  -0.762  -0.115  1.376  0.27
H  -1.713  0.961  0.324  0.30
H  -1.598  -0.774  -0.037  0.26
H  0.071  0.877  -1.287  0.22
H  2.099  -0.063  -0.904  0.33

Cartesian forces (eV/Å) of the 6 atoms listed first:
C -0.136 -0.015 0.137
N 0.072 -0.070 -0.050
C 0.004 0.020 -0.054
O -0.112 0.153 -0.175
H -0.043 0.036 -0.118
H 0.127 -0.061 -0.009

Properties
SMILES: CNC=O
Spin multiplicity: 1
Max |F|: 0.3 eV/Å
M: 59.1 Da
Energy above the lowest of the compared OMol25 structures with the same formula, charge and spin: 46.3 kJ/mol
E_tot: -209.20470 a.u.
E_HOMO: -0.3617 Ha
E_LUMO: 0.898 eV

11.
# C2H5NO

A single C2H5NO molecule (ωB97M-V with the def2-TZVPD basis set, OMol25).

Last column: Mulliken charge in e.
CARTESIAN COORDINATES (ANGSTROEM)
C  1.094  -0.762  0.407  -0.60
C  -0.815  -0.229  -0.490  -0.29
O  -0.251  -0.401  0.746  -0.20
N  -1.357  0.975  -0.516  -0.22
H  1.654  -0.747  1.336  0.23
H  1.533  -0.023  -0.280  0.31
H  1.141  -1.745  -0.072  0.28
H  -1.312  1.611  0.272  0.22
H  -1.688  1.320  -1.402  0.26

Cartesian forces (eV/Å) of the 6 atoms listed first:
C 0.521 -0.177 0.286
C -0.427 0.494 -0.123
O 0.310 0.151 -0.662
N -0.080 -0.230 -0.223
H 0.082 -0.113 0.100
H -0.062 -0.210 0.264

Properties
Spin multiplicity: 1
Max |F|: 0.7 eV/Å
M: 59.1 Da
Energy above the lowest of the compared OMol25 structures with the same formula, charge and spin: 270.8 kJ/mol
E_tot: -209.11920 a.u.
E_HOMO: -0.3130 Ha
E_LUMO: 1.158 eV

12.
# C2H5NO

A molecular structure, C2H5NO (ωB97M-V with the def2-TZVPD basis set, OMol25).

Last column: Mulliken charge in e.
CARTESIAN COORDINATES (ANGSTROEM)
C  -1.177  0.091  0.274  -0.80
N  0.535  0.497  -0.588  -0.41
C  1.453  -0.238  -0.105  0.23
O  1.506  -1.007  0.804  -0.54
H  -0.761  -0.338  1.179  0.29
H  -1.618  1.076  0.432  0.28
H  -1.874  -0.605  -0.213  0.33
H  -0.395  0.422  -1.093  0.33
H  2.330  0.102  -0.691  0.29

Cartesian forces (eV/Å) of the 6 atoms listed first:
C 1.328 0.481 0.772
N -7.513 2.583 -0.883
C 2.964 -1.115 -0.283
O -0.097 -1.292 1.354
H -0.073 0.009 -0.008
H 0.260 -0.168 -0.119

Properties
Spin multiplicity: 1
Max |F|: 8.0 eV/Å
M: 59.1 Da
Energy above the lowest of the compared OMol25 structures with the same formula, charge and spin: 409.0 kJ/mol
E_tot: -209.06657 a.u.
E_HOMO: -0.3635 Ha
E_LUMO: 0.410 eV

Question: spin multiplicity of number 7 (C2H5N5O)?
Answer: 1

Question: energy above the lowest of the compared OMol25 structures with the same formula, charge and spin of number 11 (C2H5NO)?
Answer: 270.8 kJ/mol

Question: Number 11 is which compound?
Answer: C2H5NO

Question: Look up the spin multiplicity of the first one.
Answer: 1